Below is a molecular structure, C25H45BCoN11O2, with properties calculated with ωB97M-V/def2-TZVPD.

Element x y z (Å)
Co 0.19856 0.41378 -0.00645
C 3.93005 -3.18770 -0.00833
C 3.42312 -1.78488 -0.00504
C 4.13244 -0.60477 -0.00013
C 3.21419 0.43853 0.00085
N 1.97078 -0.12113 -0.00493
N 2.11800 -1.48302 -0.00772
B 0.88975 -2.40487 -0.00982
N 0.07419 -2.03247 1.23226
N -0.09179 -0.71394 1.49994
C -0.63219 -0.59526 2.73461
C -0.83995 -1.88670 3.22057
C -0.36596 -2.76362 2.26056
C -0.28199 -4.25431 2.28969
C -0.84404 0.68136 3.52087
C -2.29955 1.14773 3.38604
C 0.12046 1.76960 3.06371
C -0.55304 0.38352 4.99998
N 0.07047 -2.01979 -1.24836
N -0.08260 -0.69964 -1.52394
C -0.61966 -0.58293 -2.76113
C -0.83722 -1.87557 -3.23936
C -0.37388 -2.75192 -2.27442
C -0.29544 -4.24330 -2.30311
C -0.82697 0.68598 -3.56474
C 0.15377 1.77514 -3.14298
C -2.27712 1.16782 -3.41993
C -0.55964 0.35884 -5.04253
C 3.59552 1.90145 0.01064
C 4.44624 2.17875 -1.23677
C 2.39503 2.82213 0.00561
C 4.42586 2.16246 1.27541
H 5.01719 -3.17941 -0.00492
H 3.59365 -3.72777 -0.89338
H 3.58800 -3.73409 0.87065
H 5.20552 -0.50812 0.00419
H 1.19035 -3.55740 -0.01737
H -1.22575 -2.15245 4.19031
H -0.82418 -4.63257 3.15294
H 0.75304 -4.58798 2.36775
H -0.70495 -4.70186 1.39022
H -2.54971 1.38606 2.35019
H -2.45982 2.04519 3.98479
H -2.99102 0.38041 3.73808
H -0.02213 2.03595 2.01841
H 1.15899 1.46253 3.21122
H -0.04541 2.68287 3.63629
H -1.30083 -0.28034 5.43508
H -0.57203 1.31555 5.56576
H 0.42940 -0.07257 5.12725
H -1.22362 -2.14205 -4.20848
H -0.84721 -4.62003 -3.16108
H -0.70897 -4.69058 -1.39919
H 0.73825 -4.57852 -2.39307
H 0.04843 2.05179 -2.09704
H -0.02585 2.68171 -3.72184
H 1.18599 1.46176 -3.31908
H -2.51536 1.42192 -2.38509
H -2.97906 0.40217 -3.75445
H -2.43583 2.05903 -4.02830
H 0.40500 -0.13284 -5.17250
H -0.54982 1.28393 -5.61969
H -1.33441 -0.28253 -5.46388
H 3.86188 2.05198 -2.15079
H 5.30973 1.51568 -1.29040
H 4.81176 3.20586 -1.20576
H 1.79956 2.69090 -0.89827
H 2.71991 3.86311 0.01885
H 1.78027 2.67624 0.89451
H 5.30709 1.52210 1.31552
H 3.83767 1.98954 2.17952
H 4.76195 3.19993 1.28112
N -2.61940 -1.57220 0.04363
N -3.58436 -0.57581 0.02830
C -3.25627 0.71436 -0.01860
N -4.24500 1.59221 -0.05196
N -1.92419 1.03498 -0.02294
N -1.59433 2.34132 -0.07942
O -0.34490 2.46816 -0.07483
O -2.32809 3.28762 -0.13099
H -2.70242 -2.14272 -0.79100
H -2.72449 -2.13727 0.87895
H -4.56672 -0.81803 0.01958
H -5.20518 1.28696 -0.02924
H -4.04233 2.57999 -0.08387

**Frontier orbital gap (spin up / spin down)**: 0.2427 / 0.2392 Eh
**Spin multiplicity**: 1
**Charge**: +2
**M**: 601.46 g mol⁻¹

Mulliken population analysis, charges in e, atoms 1 to 5:
1. Co -0.481
2. C -1.512
3. C 0.343
4. C -0.953
5. C -0.485

Below is a molecular structure, C25H45BINO7 at a distorted geometry, with properties calculated with ωB97M-V/def2-TZVPD.

Element x y z (Å)
C 3.12238 3.84576 1.97493
C 4.18108 3.89101 0.71153
C 4.64073 2.41318 0.16735
C 5.36537 2.42781 -1.31653
C 5.34787 0.92006 -2.04122
C 4.03820 0.71809 -3.00841
C 2.92876 -0.37698 -2.40213
C 1.49233 0.02075 -3.08449
C 0.21222 -0.87470 -2.58816
C 0.42254 -1.66532 -1.16779
C -1.02899 -2.05839 -0.57180
C -1.47631 -1.42658 0.86918
C -0.75858 -2.00393 2.26392
C 0.72330 -2.69446 2.00058
C 1.16512 -3.62145 3.32069
C 2.24037 -2.86834 4.30422
O 2.03425 -2.84856 5.64661
O 3.50374 -2.21396 3.85481
C -1.50663 0.23398 0.67295
O -0.24734 0.95354 0.42704
C -0.46843 2.10970 -0.50406
C 0.91441 3.00329 -0.71875
O -2.60881 0.32893 -0.32989
C -3.75487 -0.44431 0.25932
C -4.64785 0.80105 0.87342
C -5.20965 1.83953 -0.31428
C -4.55285 -1.04790 -1.06365
B -6.08867 -1.61195 -0.68986
O -6.95790 -1.87310 -1.89113
O -6.59340 -1.80262 0.68403
C -3.08656 -1.54477 1.32792
I -3.55511 -0.82526 3.41083
N -3.72708 -2.87478 1.52667
C -3.55098 -3.81631 0.58871
O -3.36104 -4.67671 -0.45089
H 2.33005 4.72642 1.83216
H 2.47462 2.85029 1.98407
H 3.64324 4.06588 3.01295
H 5.13455 4.48208 1.09228
H 3.68642 4.52326 -0.14093
H 5.47637 2.02539 0.92478
H 3.78421 1.60930 0.14069
H 6.52114 2.68831 -1.17660
H 4.90591 3.24705 -2.02938
H 6.31963 0.77338 -2.71557
H 5.32745 0.06196 -1.23645
H 4.30924 0.50447 -4.13789
H 3.45031 1.75659 -3.01957
H 3.26361 -1.49084 -2.59985
H 2.91252 -0.16196 -1.23084
H 1.60995 -0.17552 -4.25473
H 1.18923 1.14664 -2.97611
H 0.01059 -1.71400 -3.41134
H -0.79091 -0.26308 -2.49646
H 1.00061 -2.67511 -1.43574
H 1.13039 -1.10784 -0.39719
H -1.02237 -3.24372 -0.41976
H -1.82238 -1.88731 -1.44778
H -0.53930 -1.12325 3.04014
H -1.39933 -2.88044 2.76173
H 0.74307 -3.43546 1.08479
H 1.52843 -1.84040 1.94483
H 1.71781 -4.58445 2.88462
H 0.23406 -4.03813 3.91113
H 3.29745 -1.35084 3.36555
H -1.94448 0.88984 1.54121
H -1.35521 2.73417 -0.05792
H -0.76299 1.71793 -1.58707
H 1.19592 3.01778 -1.85930
H 1.83728 2.55075 -0.14143
H 0.66757 4.11732 -0.42321
H -4.01607 1.53796 1.56910
H -5.58694 0.46859 1.48722
H -6.26916 1.45299 -0.69978
H -4.43336 2.00856 -1.17310
H -5.45101 2.87831 0.22208
H -3.99442 -2.01366 -1.48950
H -4.56850 -0.29195 -1.98086
H -7.49678 -2.71317 -1.75124
H -7.40010 -1.18043 0.74861

**Frontier orbital gap**: 0.3228 Eh
**Spin multiplicity**: 1
**M**: 609.35 g mol⁻¹

Mulliken population analysis, charges in e, atoms 1 to 5:
1. C -0.640
2. C -0.517
3. C -0.058
4. C -0.694
5. C -0.612

Below is a molecular structure, C25H45Cl2LuP at a distorted geometry, with properties calculated with ωB97M-V/def2-TZVPD.

Element x y z (Å)
Lu -2.67859 1.63538 -0.55197
Cl -0.74668 3.02564 -0.53733
P -0.58919 -2.55262 -0.06509
C 0.92458 -1.59402 0.78907
H 0.59264 -0.57972 0.48423
H 0.77119 -1.74025 1.83839
C -1.68786 -1.77044 -1.38882
C -1.59894 -2.60698 1.49343
C -1.79458 -2.44234 -2.74412
H -2.68706 -1.86326 -0.93016
C -2.89317 -1.82051 -3.60418
H -0.82985 -2.29919 -3.24192
H -1.99305 -3.51668 -2.64188
C -2.69573 -0.32256 -3.79685
H -2.91973 -2.31829 -4.57891
H -3.86752 -1.99379 -3.13396
C -2.50425 0.37653 -2.44309
H -1.81174 -0.09170 -4.41012
H -3.58836 0.13005 -4.24872
C -1.39914 -0.26162 -1.60867
H -2.17002 1.43313 -2.62632
H -3.50008 0.30479 -1.94156
H -0.53626 0.00239 -2.29509
H -1.27874 0.18393 -0.51354
C 0.03260 -4.22550 -0.53047
C -0.84279 -3.26791 2.65792
H -1.71474 -1.52751 1.70777
C -1.56414 -2.99718 3.97915
H -0.76515 -4.35071 2.47406
H 0.18714 -2.90711 2.76682
C -3.02258 -3.46095 3.93824
H -1.02245 -3.50259 4.78716
H -1.53015 -1.91724 4.18908
C -3.77746 -2.93471 2.71121
H -3.04524 -4.55938 3.92784
H -3.53311 -3.14013 4.85307
C -3.02066 -3.18116 1.39738
H -4.76453 -3.40704 2.65043
H -3.93932 -1.85386 2.81923
H -2.97043 -4.26056 1.19910
H -3.58415 -2.72974 0.57152
C 0.70603 -4.32218 -1.91253
H 0.82095 -4.36573 0.23105
C 1.48350 -5.64038 -1.99770
H -0.06086 -4.31378 -2.69891
H 1.37763 -3.47245 -2.10056
C 0.55994 -6.84796 -1.80348
H 1.99842 -5.70432 -2.96247
H 2.25387 -5.64059 -1.21534
C -0.32607 -6.72634 -0.55486
H -0.08118 -6.95423 -2.68892
H 1.16029 -7.76274 -1.73661
C -0.99763 -5.35705 -0.38944
H -1.09926 -7.50195 -0.56864
H 0.29286 -6.91358 0.33307
H -1.78530 -5.23434 -1.15015
H -1.49290 -5.31810 0.58837
C 0.42947 0.28550 -3.69942
C 2.23225 -1.77328 0.48827
H 0.44737 -0.90904 -3.61986
C 3.06414 -0.50507 0.17689
H 2.37775 -2.48257 -0.40735
C 2.41653 0.84775 -0.32903
H 3.58117 -0.23843 1.08780
H 3.77818 -0.77488 -0.58754
C 2.17047 1.39773 -1.78501
H 1.54373 1.16848 0.26524
H 3.19639 1.55415 0.01173
C 1.67099 0.71660 -3.13540
H 1.61961 2.35127 -1.70319
H 3.15427 1.81430 -2.09552
H 1.90317 1.50519 -3.91773
H 2.51316 0.01104 -3.31086
Cl -3.20909 0.53484 1.51530

**Energy above the lowest of the compared OMol25 structures with the same formula, charge and spin**: 156.37 kcal per mole
**Frontier orbital gap (spin up / spin down)**: 0.1687 / 0.1700 Eh
**Spin multiplicity**: 1
**Charge**: -1
**M**: 622.48 g mol⁻¹

Mulliken population analysis, charges in e, atoms 1 to 5:
1. Lu 0.236
2. Cl -0.491
3. P -0.195
4. C 0.484
5. H -0.705

Number 1: DFT total energy -3139.50240 hartree. Number 2: DFT total energy -1883.08858 hartree. Number 3: DFT total energy -3476.59502 hartree.